A molecular structure, C28H35ErN3O4P2 at a distorted geometry, computed with ωB97M-V/def2-TZVPD.

Properties
- frontier orbital gap (spin up / spin down) (eV) = 6.88 / 4.73
- HOMO (spin up / spin down) (Ha) = -0.381 / -0.350
- molecular weight (g/mol) = 706.8
- charge = +1
- 2S+1 = 4

```
73
Properties=species:S:1:pos:R:3:forces:R:3
C -3.0725 1.9928 -3.6859 0.260 -0.034 0.581
C -2.7098 0.6856 -3.3638 0.326 -0.121 -0.901
C -1.3278 0.2981 -3.5877 -0.169 0.449 0.357
C -0.3764 1.3335 -3.3153 -0.443 0.136 0.200
C -0.7571 2.6695 -3.4902 0.011 0.048 0.367
C -2.0867 2.9932 -3.7452 0.106 0.050 -0.600
C 0.8915 0.9245 -2.6918 -0.143 -0.176 -0.047
C 1.2877 -0.4476 -3.0418 0.236 -0.248 0.349
C 0.2352 -1.3686 -3.3428 0.316 -0.126 0.363
C 0.4685 -2.7184 -2.8701 0.135 0.136 -1.074
C 1.7763 -3.1994 -2.8814 -0.212 0.306 0.523
C 2.8475 -2.2936 -2.8992 0.244 0.038 -0.555
C 2.5994 -0.9244 -2.9119 -0.157 0.077 0.295
H -4.1242 2.2516 -3.8211 0.215 -0.013 0.451
H 0.0104 3.4437 -3.4138 -0.311 -0.152 0.092
H -2.3737 4.0288 -3.9404 0.111 -0.365 -0.019
H 1.6924 1.6612 -2.7707 -0.107 -0.026 0.484
H 1.9613 -4.2726 -2.8035 -0.054 0.318 0.384
H 3.8738 -2.6645 -2.8411 -0.376 0.137 -0.090
H 3.4139 -0.2029 -2.8073 -0.229 -0.276 0.117
N -0.9672 -0.9888 -3.8765 -0.329 0.052 3.047
Er -0.3424 0.3380 0.4072 -2.097 -1.145 -1.787
C -3.5880 -0.2338 -2.5498 0.406 -0.119 -0.344
H -3.3855 -1.2782 -2.8274 -0.233 0.143 0.080
H -4.6567 0.0108 -2.6585 0.306 -0.161 0.117
C -0.6638 -3.4056 -2.1659 0.081 0.384 -0.533
H -1.5961 -3.2416 -2.7206 0.057 -0.175 0.133
H -0.4650 -4.4775 -2.0170 -0.184 0.292 0.025
P -3.0867 -0.0456 -0.7193 -0.775 0.626 -0.956
P -0.8821 -2.5748 -0.4700 0.704 -1.169 -0.737
C 0.4708 -3.4033 0.4355 0.243 -0.152 0.010
H 0.3084 -3.2888 1.5148 0.053 -0.085 -0.130
H 0.4653 -4.4720 0.1785 0.099 0.209 0.203
H 1.4475 -2.9557 0.1933 -0.396 -0.196 0.037
C -2.2958 -3.6097 0.0511 -0.256 0.018 0.242
H -1.9476 -4.6356 0.2315 -0.140 0.242 -0.066
H -2.7390 -3.2141 0.9708 -0.042 -0.223 -0.134
H -3.0550 -3.6242 -0.7413 0.138 -0.004 0.254
C -3.6825 1.6607 -0.3910 -0.142 0.075 -0.031
H -4.7076 1.7694 -0.7752 0.264 0.143 0.163
H -3.6794 1.8444 0.6928 -0.061 -0.014 -0.223
H -3.0346 2.4008 -0.8750 -0.148 -0.097 0.063
C -4.4334 -0.9895 0.0700 -0.137 -0.120 0.264
H -4.1946 -1.1341 1.1318 -0.202 -0.026 -0.206
H -5.3728 -0.4261 -0.0112 0.196 -0.221 0.004
H -4.5536 -1.9712 -0.4005 0.003 0.224 0.139
C -1.3878 -0.9414 2.0863 -1.866 -2.157 4.220
O -1.8339 -1.4759 3.0149 1.376 1.621 -3.103
H 0.6000 0.8849 -1.1660 1.428 0.796 -3.637
C 2.7681 1.3848 5.5197 0.161 -0.015 0.088
C 2.0350 0.9565 4.2630 -0.130 -0.342 -0.302
C 2.4962 1.6866 2.9662 0.450 0.589 -0.301
C 2.4954 3.2327 3.0774 0.485 -0.119 -0.104
C 1.2075 3.8307 3.5977 -0.398 0.192 0.028
C 3.8941 1.2168 2.5391 1.154 0.230 0.493
O 4.9221 1.8063 2.8139 -1.140 -0.585 -0.137
N 3.9542 -0.0042 1.8576 0.114 -0.278 -0.218
C 2.9338 -0.5799 1.1138 0.113 -0.097 0.192
O 3.0691 -1.6131 0.4789 0.004 1.153 0.627
N 1.7493 0.1498 1.1391 0.611 0.180 0.570
C 1.5580 1.2389 1.9095 -1.491 -0.382 -1.041
O 0.4089 1.8327 1.7180 1.882 0.082 1.042
H 3.8552 1.2978 5.3946 -0.240 0.066 0.069
H 2.4638 0.7253 6.3369 0.093 0.140 -0.021
H 2.5231 2.4145 5.8011 0.124 -0.214 -0.054
H 2.1722 -0.1222 4.0848 -0.042 0.201 0.156
H 0.9507 1.1202 4.3607 0.285 0.036 0.027
H 3.3453 3.5310 3.7065 -0.178 -0.179 -0.235
H 2.7007 3.6262 2.0693 0.024 -0.056 0.271
H 1.0535 3.6260 4.6619 -0.006 0.045 -0.148
H 1.2342 4.9160 3.4604 -0.018 -0.142 0.127
H 0.3679 3.4295 3.0252 0.088 0.375 0.390
H 4.8714 -0.4150 1.7166 -0.046 0.205 0.096
```
Positions in Å, forces in eV/Å.

These are the Löwdin partial charges, in e, on atoms 1 to 8: atom 1 (C): -0.05, atom 2 (C): -0.22, atom 3 (C): -0.19, atom 4 (C): -0.18, atom 5 (C): -0.04, atom 6 (C): -0.06, atom 7 (C): -0.04, atom 8 (C): -0.17



A molecular structure, C28H35F2N5O3PtS at a distorted geometry, computed with ωB97M-V/def2-TZVPD.

Properties
- frontier orbital gap (eV) = 6.25
- HOMO (Ha) = -0.467
- molecular weight (g/mol) = 754.8
- charge = +2
- relative energy (zero: lowest compared OMol25 entry of this formula, charge and spin) (kcal per mole) = 0.0

```
75
Properties=species:S:1:pos:R:3:forces:R:3
Pt 0.1852 -0.9074 -0.3355 0.443 -1.055 0.148
F 0.7932 -5.8416 -2.1396 0.005 -0.069 -0.002
C 0.6996 -4.5549 -2.4434 0.017 0.234 0.015
C 0.4652 -3.6484 -1.4164 -0.149 -0.245 -0.040
C 0.3706 -2.3214 -1.7588 -0.860 -0.536 0.703
C 0.5152 -1.8620 -3.0613 -0.151 -0.039 -0.193
C 0.7465 -2.8210 -4.0456 0.062 -0.132 0.011
F 0.9138 -2.4324 -5.3101 -0.020 0.079 -0.020
C 0.8413 -4.1653 -3.7622 0.034 -0.067 -0.062
C 0.4939 -0.4257 -3.2290 0.047 0.275 -0.169
C 0.4254 0.2945 -4.4144 0.026 0.131 -0.078
C 0.4636 1.6777 -4.3655 -0.022 0.022 0.032
C 0.5630 2.3276 -3.1405 -0.023 -0.103 -0.101
C 0.5904 1.5614 -1.9946 0.066 0.186 0.034
N 0.5513 0.2286 -2.0514 0.406 -0.015 0.376
H 0.3705 -4.0012 -0.4006 0.013 -0.005 -0.017
H 1.0433 -4.8822 -4.5457 -0.023 -0.004 0.010
H 0.3414 -0.2156 -5.3608 0.061 -0.064 0.030
H 0.4149 2.2482 -5.2838 0.020 -0.007 0.004
H 0.6198 3.4044 -3.0747 -0.008 -0.006 0.022
H 0.6747 1.9920 -1.0055 0.071 -0.079 -0.023
C 4.6021 4.2812 2.0939 0.013 0.036 -0.004
O 5.2722 3.0366 2.2680 -0.018 -0.061 -0.011
C 4.6447 1.9143 1.9221 -0.086 -0.014 -0.090
C 5.3849 0.7217 2.1503 0.140 0.041 0.101
C 4.8167 -0.4721 1.8808 -0.087 -0.095 0.037
C 3.4993 -0.5747 1.3311 -0.001 -0.181 -0.033
C 2.9006 -1.8273 1.1310 0.264 0.220 -0.075
C 3.5677 -3.0749 1.6421 -0.170 -0.099 -0.122
O 1.7814 -2.0428 0.5489 0.101 0.033 -0.683
C 2.7915 0.6230 1.0345 -0.281 0.044 -0.021
O 1.6260 0.6221 0.4740 -0.323 0.885 0.504
C 3.3788 1.8586 1.3770 -0.043 0.184 -0.025
H 5.2987 5.0409 2.4314 0.002 0.002 0.002
H 3.6955 4.3212 2.7002 -0.003 -0.022 -0.002
H 4.3600 4.4485 1.0431 0.007 -0.013 -0.004
H 6.3843 0.8034 2.5534 -0.013 0.009 0.001
H 5.3841 -1.3703 2.0796 -0.020 -0.009 -0.008
H 3.7708 -2.9892 2.7087 0.033 0.007 -0.007
H 4.5137 -3.2348 1.1240 0.010 -0.012 0.015
H 2.9217 -3.9308 1.4650 0.018 0.001 -0.004
H 2.7989 2.7502 1.1852 0.033 -0.003 -0.005
C -4.6277 -2.1369 1.4872 -0.008 0.048 0.071
N -3.2140 -2.1584 1.1257 -0.189 -0.080 0.090
C -2.2263 -2.0986 1.9935 0.055 0.353 -0.325
N -2.4930 -1.9931 3.2906 0.020 -0.243 0.051
S -0.5401 -2.1952 1.5544 0.341 0.091 0.266
H -5.2238 -2.2232 0.5843 0.019 -0.015 -0.010
H -4.8849 -1.2012 1.9874 0.022 0.008 -0.015
H -4.8783 -2.9728 2.1421 -0.001 -0.041 -0.047
H -2.9565 -2.2857 0.1642 0.028 -0.006 -0.035
H -3.4181 -2.1626 3.6558 0.016 -0.018 0.020
H -1.7238 -2.0135 3.9428 -0.007 0.093 -0.006
C -1.6201 1.5060 2.4777 -0.096 -0.026 -0.105
C -1.1542 1.6769 1.0400 -0.189 0.123 0.265
N -2.2242 1.7353 0.0477 0.050 -0.012 -0.016
C -3.0642 2.9492 0.0472 -0.206 -0.044 0.057
C -4.3316 2.8104 0.8866 0.055 0.001 -0.016
C -2.4121 0.7466 -0.8029 -0.010 -0.104 -0.127
C -3.4785 0.9006 -1.8510 -0.136 -0.165 0.076
N -1.7328 -0.4080 -0.7974 0.221 0.223 -0.589
H -0.7661 1.2140 3.0892 0.004 0.039 -0.003
H -2.3792 0.7257 2.5513 0.004 0.006 0.030
H -2.0270 2.4304 2.8846 -0.022 -0.021 0.024
H -0.5396 0.8406 0.7522 0.252 0.318 0.387
H -0.5607 2.5874 0.9535 0.116 -0.081 -0.117
H -3.3242 3.2100 -0.9756 0.092 -0.009 -0.036
H -2.4456 3.7566 0.4358 0.049 -0.009 -0.038
H -4.8622 1.8855 0.6550 -0.029 0.034 -0.007
H -4.9985 3.6449 0.6719 -0.002 -0.011 0.023
H -4.1146 2.8225 1.9525 -0.001 -0.040 -0.002
H -3.2020 1.6986 -2.5414 0.027 -0.001 0.003
H -4.4414 1.1525 -1.4105 0.005 0.042 -0.033
H -3.5935 -0.0163 -2.4248 0.006 0.010 -0.001
H -2.0174 -0.9885 -1.5742 -0.074 0.085 -0.080
```
Positions in Å, forces in eV/Å.

These are the Löwdin partial charges, in e, on atoms 1 to 8: atom 1 (Pt): 1.32, atom 2 (F): 0.12, atom 3 (C): -0.25, atom 4 (C): -0.02, atom 5 (C): -0.20, atom 6 (C): -0.11, atom 7 (C): -0.20, atom 8 (F): 0.11



A molecular structure, C28H35F3N4O3P2STi at a distorted geometry, computed with ωB97M-V/def2-TZVPD.

Properties
- frontier orbital gap (spin up / spin down) (eV) = 6.90 / 3.30
- HOMO (spin up / spin down) (Ha) = -0.252 / -0.246
- molecular weight (g/mol) = 674.5
- relative energy (zero: lowest compared OMol25 entry of this formula, charge and spin) (kcal per mole) = 0.0
- 2S+1 = 3

```
77
Properties=species:S:1:pos:R:3:forces:R:3
Ti -0.2984 2.1526 -1.4435 -0.125 0.615 2.842
C -1.6624 2.2034 -2.9025 -1.632 0.206 -0.425
C -1.2136 0.8577 -2.7813 -0.553 -1.246 0.251
C -0.1969 0.2378 -3.7017 -0.010 -0.274 -0.578
C 1.2059 0.9125 -3.6153 -0.083 -0.654 -0.516
C 1.3906 1.7909 -2.4137 1.225 0.357 -0.690
C 1.2333 3.2065 -2.3499 2.025 0.205 0.069
C 0.1330 4.0452 -2.9295 0.438 0.247 -1.211
C -0.9488 3.2628 -3.7008 -0.782 0.210 -0.928
C 0.4240 2.8691 0.4545 -0.297 -0.500 -0.175
H -2.6658 2.4636 -2.5676 0.123 -0.134 -0.384
H -1.8284 0.1482 -2.2231 -0.391 0.193 -0.591
H -0.5386 0.2770 -4.7536 0.075 -0.105 0.289
H -0.0934 -0.8371 -3.4662 -0.131 0.349 -0.097
H 1.9477 0.0957 -3.5236 -0.101 0.499 -0.350
H 1.3963 1.4863 -4.5410 0.103 -0.355 0.422
H 1.9419 1.3196 -1.5855 0.426 0.613 -0.593
H 2.0568 3.7807 -1.9070 -0.693 -0.181 0.460
H 0.5629 4.7630 -3.6459 -0.171 -0.026 0.204
H -0.3388 4.6829 -2.1500 0.136 -0.260 0.043
H -1.7232 3.9936 -3.9936 0.427 -0.198 -0.102
H -0.5082 2.8503 -4.6231 -0.080 0.165 0.228
H -0.4927 3.3724 0.8055 0.518 0.222 0.480
H 1.2975 3.5252 0.3336 -0.419 -0.105 0.388
H 0.6390 1.9594 1.0384 -0.036 0.733 0.257
P 1.5159 -0.6587 0.5725 2.783 2.130 -0.765
P -1.8172 -1.4415 0.9331 -1.017 1.745 -0.718
N 3.2210 -0.1908 -0.2363 -0.820 -0.018 -0.160
N 2.2223 -1.7536 1.6453 0.597 -1.001 0.903
N -2.5329 -0.0848 0.1551 0.182 0.902 -0.359
N -3.1142 -2.4240 1.3445 0.244 -1.201 0.471
C 0.6897 -1.7357 -0.6309 -0.194 -1.118 -0.971
C -0.7701 -2.2522 -0.3389 0.561 -0.585 -0.004
C 3.7158 1.1116 -0.1203 0.455 -0.405 -0.236
C 4.9990 1.1809 -0.6525 -0.926 -0.526 0.382
C 5.3192 -0.1308 -1.1300 -1.137 -0.286 0.482
C 4.2144 -0.9478 -0.8519 0.395 0.784 -0.136
C 3.0380 -1.2433 2.6802 -0.224 -1.064 -0.339
C 3.9258 -2.2258 3.0603 -0.450 0.672 -0.404
C 3.6855 -3.3740 2.2399 -0.694 0.384 -0.668
C 2.6450 -3.0648 1.3847 0.604 0.259 0.786
C -2.1267 1.3106 0.2958 -2.304 -0.887 1.209
C -3.2309 2.0776 -0.1321 1.461 -1.037 0.166
C -4.1939 1.2167 -0.6989 0.127 -0.988 -0.176
C -3.7202 -0.0829 -0.5617 -0.264 0.585 0.268
C -4.5091 -2.4423 1.2099 -0.675 -0.791 0.699
C -5.0433 -3.4263 2.0297 1.196 0.852 -0.486
C -3.9476 -4.0210 2.7459 1.071 0.611 -0.615
C -2.7824 -3.4116 2.3151 -1.269 -0.508 0.075
H 1.3188 -2.6242 -0.7819 -0.312 0.156 -0.212
H 0.6752 -1.2172 -1.6108 0.064 0.046 0.689
H -1.3721 -2.2221 -1.2636 0.131 0.022 0.298
H -0.7309 -3.3035 -0.0020 0.008 0.361 -0.099
H 3.1064 1.9030 0.2936 0.006 -0.146 0.108
H 5.6300 2.0671 -0.6483 -0.224 -0.310 -0.105
H 6.2461 -0.4298 -1.6062 -0.244 -0.065 0.110
H 4.0609 -1.9988 -1.0541 0.061 0.094 0.071
H 2.8655 -0.2367 3.0320 0.113 -0.072 -0.006
H 4.6933 -2.1131 3.8154 -0.189 -0.062 -0.086
H 4.2524 -4.2949 2.2230 -0.198 0.049 0.161
H 2.1423 -3.6723 0.6471 0.196 0.026 0.087
H -1.5379 1.5123 1.1771 0.485 0.159 -0.308
H -3.2896 3.1508 -0.0476 0.030 0.004 0.017
H -5.1511 1.4875 -1.1473 0.515 -0.098 0.033
H -4.1421 -1.0096 -0.9353 0.147 0.332 -0.006
H -5.0275 -1.7698 0.5594 -0.002 0.037 0.061
H -6.0882 -3.7029 2.1171 0.238 0.216 -0.100
H -3.9980 -4.7969 3.5010 0.014 0.161 -0.207
H -1.7531 -3.5410 2.6234 -0.140 0.045 0.066
F -1.3347 1.3382 5.2664 0.667 -0.758 -0.335
C -0.4357 0.3655 4.9977 0.470 0.539 0.530
F 0.7799 0.9477 4.8182 -0.945 -0.490 0.313
F -0.3675 -0.4526 6.0671 -0.077 0.545 -0.757
S -0.8678 -0.5902 3.4529 0.467 0.307 0.431
O -2.3344 -0.5307 3.4017 1.019 -0.251 -0.186
O -0.2174 0.2257 2.3864 -1.180 -0.888 1.055
O -0.2458 -1.8964 3.6457 -0.809 0.951 -0.316
```
Positions in Å, forces in eV/Å.

These are the Löwdin partial charges, in e, on atoms 1 to 8: atom 1 (Ti): 0.78, atom 2 (C): -0.30, atom 3 (C): -0.29, atom 4 (C): -0.21, atom 5 (C): -0.18, atom 6 (C): -0.30, atom 7 (C): -0.24, atom 8 (C): -0.21